Entry 1:
ORCA calculation (ωB97M-V/def2-TZVPD) on a cluster of 4 separate species, C15H37N2O8 in total.

- Frontier orbital gap (spin up / spin down): 2.0 / 10.0 eV
- E_LUMO (spin up / spin down): 0.524 / 0.492 eV

Geometry as ORCA input:
```
! wB97M-V def2-TZVPD RIJCOSX def2/J DEFGRID3
* xyz 0 2
O -0.3450 0.8792 -0.2332
H 0.1476 1.5987 -0.6347
H 0.3182 0.2093 -0.0517
H -0.6720 1.2326 0.5973
C -1.4700 4.1421 -0.3054
O -0.9832 3.3115 0.6965
C -1.6759 3.3414 1.9145
C -2.2749 1.9907 2.2657
N -1.3803 0.8190 2.2964
C -1.9922 -0.4442 2.7015
C -1.1131 -1.5526 3.2716
O -0.2028 -0.9295 4.1673
C 0.7175 -1.7758 4.7842
H -1.5326 5.1828 0.0128
H -2.5285 3.9299 -0.4559
H -0.9906 3.9890 -1.2723
H -2.4891 4.0663 1.9499
H -1.0211 3.6684 2.7221
H -3.0312 1.7876 1.5075
H -2.8177 1.9924 3.2109
H -0.6623 0.8810 3.0039
H -2.5748 -0.8507 1.8748
H -2.6355 -0.1586 3.5337
H -0.5966 -2.0267 2.4371
H -1.7326 -2.2933 3.7773
H 1.4735 -2.1387 4.0879
H 0.1240 -2.4583 5.3925
H 1.3966 -1.3060 5.4956
C 1.9820 2.8962 -2.0074
O 1.7995 1.5829 -1.4712
C 3.0535 1.0852 -1.0183
C 2.7137 -0.4514 -0.8103
N 1.8973 -0.6723 0.3605
C 1.6528 -2.0680 0.6869
C 0.6018 -2.7730 -0.3201
O -0.6546 -1.9757 -0.0970
C -1.7458 -2.7438 -0.4396
H 1.0249 3.4146 -1.9494
H 2.2621 2.8163 -3.0577
H 2.7601 3.4134 -1.4460
H 3.3385 1.5979 -0.0996
H 3.9006 1.1733 -1.6987
H 3.6321 -1.0384 -0.8052
H 2.1437 -0.9565 -1.5902
H 2.5654 -0.3777 1.0583
H 1.3748 -2.1060 1.7402
H 2.6073 -2.5909 0.6281
H 0.4845 -3.8319 -0.0895
H 0.9926 -2.6156 -1.3253
H -1.6076 -3.1400 -1.4456
H -2.6522 -2.1406 -0.4908
H -1.9670 -3.5540 0.2553
C -0.4086 -1.5236 -5.1743
C 0.3845 -1.9599 -3.9645
O 0.3050 -0.7920 -3.1717
C -0.3695 0.1791 -3.7348
O -0.7223 1.1746 -3.1727
O -0.9162 -0.2627 -4.8404
H -1.2345 -2.2344 -5.2057
H 0.0315 -1.4473 -6.1686
H 1.3919 -2.2717 -4.2400
H -0.0774 -2.8931 -3.6423
*
```

Entry 2:
ORCA calculation (ωB97M-V/def2-TZVPD) on a cluster of 11 separate species, C27H74N2O11 in total.

- Structure (SMILES): CC1(C)CCCC(C)(C)N1O.CC1(C)CCCC(C)(C)N1O.CO.CO.CO.CO.CO.CO.CO.CO.CO
- Frontier orbital gap: 9.1 eV
- E_LUMO: 0.550 eV

Geometry as ORCA input:
```
! wB97M-V def2-TZVPD RIJCOSX def2/J DEFGRID3
* xyz 0 1
C -1.8911 1.7538 -1.6941
C -1.1302 1.8621 -2.9881
C -2.1233 1.4173 -4.0960
C -0.7427 3.3412 -3.1864
C 0.2245 3.5327 -4.2975
C 1.5273 2.8094 -3.9277
C 1.2362 1.2475 -3.7837
C 1.0502 0.5067 -5.1013
C 2.4958 0.5862 -3.2120
N 0.1528 1.1735 -2.7900
O -0.1795 -0.2309 -2.5570
H -2.8003 2.3726 -1.7512
H -2.1109 0.7138 -1.4970
H -1.2861 2.1447 -0.8680
H -1.7627 1.6652 -5.0951
H -2.3041 0.3715 -4.1326
H -3.1038 1.8582 -3.9625
H -1.7059 3.8119 -3.3774
H -0.3290 3.7587 -2.2917
H -0.2860 3.1225 -5.1839
H 0.4397 4.5672 -4.4938
H 1.9775 3.1677 -3.0111
H 2.2760 2.9655 -4.7402
H 0.2242 0.7921 -5.7289
H 0.9932 -0.5963 -4.9272
H 1.9338 0.6155 -5.7272
H 2.7938 1.0218 -2.2140
H 3.3440 0.7549 -3.8564
H 2.3464 -0.4513 -3.0182
H 0.2517 -0.4029 -1.6697
C -2.5551 -1.5275 0.8607
C -3.7046 -0.6799 1.4578
C -3.0959 0.6386 1.9626
C -4.8130 -0.3044 0.5171
C -5.7757 -1.4426 0.2757
C -6.2927 -1.9568 1.5647
C -5.1292 -2.4036 2.5391
C -5.8347 -2.5554 3.9286
C -4.4669 -3.7314 2.0110
N -4.2235 -1.2629 2.7056
O -3.1284 -1.7737 3.4424
H -1.8262 -0.9651 0.3072
H -1.9975 -2.0901 1.5497
H -2.9440 -2.1813 0.0870
H -3.8025 1.0225 2.6601
H -2.2114 0.6007 2.5687
H -2.9780 1.2810 1.0685
H -5.2906 0.5051 1.0207
H -4.4182 0.1949 -0.3755
H -6.6001 -1.0472 -0.3583
H -5.1645 -2.2045 -0.2201
H -6.8847 -2.8631 1.4356
H -6.8683 -1.1759 2.1188
H -6.3762 -1.6579 4.2110
H -5.0819 -2.6850 4.7260
H -6.5708 -3.3834 3.9596
H -3.5585 -3.8843 2.5813
H -4.3630 -3.8117 0.9366
H -5.0896 -4.5979 2.3485
H -2.8293 -1.0637 3.9881
C 0.4489 -4.4848 0.9650
O 1.2504 -4.5209 2.1955
H 1.1528 -4.7144 0.1320
H -0.3113 -5.2821 1.0252
H -0.0084 -3.4952 0.8873
H 1.8130 -5.3255 2.1488
C 0.6933 -1.3324 3.4462
O 2.0530 -1.7377 3.1696
H 0.2078 -1.9504 4.1956
H 0.7414 -0.3547 3.8331
H 0.1284 -1.3273 2.4833
H 2.1058 -2.7062 3.1618
C 1.8447 3.2947 4.4720
O 1.9807 2.2087 3.6019
H 2.7412 3.6671 4.9392
H 1.3649 4.1717 3.8976
H 1.1711 2.9493 5.2410
H 2.4779 2.5026 2.7846
C 4.6096 -1.6010 -0.6914
O 3.7783 -0.6141 -0.1073
H 4.1700 -2.5886 -0.5204
H 4.7326 -1.3816 -1.7588
H 5.5704 -1.6488 -0.1991
H 3.9379 -0.8243 0.8962
C 2.5035 4.6359 0.8479
O 3.0652 3.3940 1.2185
H 2.4773 4.8425 -0.2175
H 1.5715 4.6429 1.2775
H 3.0648 5.4411 1.3016
H 3.7235 3.0456 0.6075
C 1.0239 0.5254 0.6181
O 0.9954 -0.7308 -0.1053
H 1.6856 0.4918 1.4496
H 1.3833 1.3166 -0.0261
H 0.0009 0.6892 0.9501
H 1.9110 -0.8197 -0.3946
C 5.7114 2.3777 -1.3995
O 4.7854 2.0407 -0.3766
H 5.2769 2.2641 -2.4285
H 6.0489 3.4004 -1.2858
H 6.5735 1.7044 -1.3187
H 4.6186 1.0671 -0.3630
C 4.9561 0.6759 2.5392
O 4.5228 -0.6756 2.3929
H 5.7798 0.5597 3.2627
H 5.4039 0.9430 1.5957
H 4.2674 1.3609 2.9801
H 3.7142 -0.8866 2.9085
C -0.3525 -3.3120 -2.6132
O 0.3397 -2.7404 -3.7238
H -0.0387 -2.8713 -1.6536
H -1.4260 -3.3418 -2.7686
H -0.0573 -4.3792 -2.6360
H 0.1794 -1.8115 -3.5367
*
```

Entry 3:
ORCA calculation (ωB97M-V/def2-TZVPD) on the molecule C6H10O.

- Structure (SMILES): C[C@H]1O[C@H]2CC[C@H]21
- Frontier orbital gap: 9.1 eV
- E_LUMO: 1.143 eV

Geometry as ORCA input:
```
! wB97M-V def2-TZVPD RIJCOSX def2/J DEFGRID3
* xyz 0 1
C -0.9379 -1.2035 -1.4992
C -0.3112 0.1476 -1.2073
O -1.1456 0.9183 -0.3107
C -0.0917 1.3326 0.5225
C 0.2750 0.4977 1.7297
C 0.9548 -0.5986 0.8991
C 0.9668 0.2499 -0.3811
H -1.1315 -1.7781 -0.5882
H -1.9005 -1.0441 -1.9978
H -0.3036 -1.7991 -2.1634
H -0.2041 0.6937 -2.1530
H -0.1168 2.4380 0.6708
H -0.5928 0.2354 2.3300
H 1.0118 1.0207 2.3504
H 1.9261 -0.9320 1.2717
H 0.3253 -1.4910 0.8053
H 1.2761 1.3123 -0.2786
*
```

Entry 4:
ORCA calculation (ωB97M-V/def2-TZVPD) on a structure of composition C4F12KO12S4.

- Frontier orbital gap: 8.0 eV
- E_LUMO: 6.201 eV

Geometry as ORCA input:
```
! wB97M-V def2-TZVPD RIJCOSX def2/J DEFGRID3
* xyz -3 1
K -0.2733 0.2715 -0.2200
C 3.9994 -2.1197 0.4782
F 3.1650 -2.9834 1.0861
F 5.2598 -2.4894 0.8180
F 3.8822 -2.3382 -0.8486
S 3.6884 -0.3163 0.9950
O 4.7324 0.3514 0.2359
O 2.3488 -0.0077 0.5211
O 3.8258 -0.3296 2.4290
C -0.3675 -2.5876 3.2475
F 0.2898 -3.4139 4.0478
F 0.2085 -2.6754 2.0335
F -1.6447 -2.9619 3.0510
S -0.3579 -0.7664 3.8502
O 0.9305 -0.6170 4.5371
O -0.4940 0.0293 2.6500
O -1.4813 -0.6527 4.7720
C 1.4436 3.8979 -3.0389
F 1.4317 4.8699 -3.9568
F 0.8964 2.8293 -3.6313
F 2.7001 3.6986 -2.6597
S 0.3220 4.3935 -1.5650
O -0.9131 4.7473 -2.2544
O 0.1994 3.1376 -0.8293
O 1.0360 5.4895 -0.9335
C -4.6935 -1.3515 -2.6815
F -5.2282 -0.2754 -3.2366
F -5.6687 -2.2833 -2.5307
F -3.8053 -1.8911 -3.5305
S -3.9561 -0.9662 -0.9428
O -3.6082 -2.2678 -0.3714
O -2.8433 -0.1012 -1.3313
O -5.0246 -0.3199 -0.1900
*
```

Entry 5:
ORCA calculation (ωB97M-V/def2-TZVPD) on a structure of composition CH4FOP.

- Frontier orbital gap: 9.4 eV
- E_LUMO: 0.187 eV

Geometry as ORCA input:
```
! wB97M-V def2-TZVPD RIJCOSX def2/J DEFGRID3
* xyz 0 1
C -0.7222 0.6257 -0.3817
O -0.3191 -0.2206 -1.1200
F -0.5549 2.1668 1.7057
P -0.7710 0.5323 1.6438
H -0.8041 1.7188 -0.5742
H -1.9171 0.5825 0.7822
H -2.2614 -1.8786 3.3887
H -1.6758 -2.1978 2.9186
*
```

Entry 6:
ORCA calculation (ωB97M-V/def2-TZVPD) on the molecule C4H3ClN2S.

- Structure (SMILES): N#C[C@]1(Cl)N=CCS1
- Frontier orbital gap: 9.7 eV
- E_LUMO: 0.010 eV

Geometry as ORCA input:
```
! wB97M-V def2-TZVPD RIJCOSX def2/J DEFGRID3
* xyz 0 1
N 1.5704 1.5371 2.1865
C 0.8023 1.4378 1.3472
C -0.0607 1.0981 0.2989
Cl -1.2610 2.3942 -0.1012
N -0.7803 0.0480 0.7990
C -0.7203 -1.0435 0.1946
C 0.0619 -1.0710 -1.0851
S 0.8617 0.5547 -1.1999
H -1.0399 -2.0338 0.5688
H 0.9194 -1.6241 -1.0082
H -0.3533 -1.2975 -2.0006
*
```